1.
ORCA calculation (the ωB97M-V functional and the def2-TZVPD basis) on a cluster of 5 separate species, C40H46F34NO6 in total.

The geometry in ORCA input format:
```
! wB97M-V def2-TZVPD RIJCOSX def2/J DEFGRID3
* xyz 1 1
C -5.934 0.456 -5.281
C -6.568 -0.106 -4.004
O -6.250 -1.473 -3.738
C -4.886 -1.777 -3.597
C -4.249 -1.139 -2.361
C -2.718 -0.945 -2.384
C -2.167 -0.184 -3.603
C -1.649 1.190 -3.221
C -2.548 2.038 -2.562
C -2.175 3.297 -2.124
C -0.870 3.734 -2.346
C 0.022 2.914 -3.016
C -0.346 1.642 -3.475
C 0.703 0.851 -4.221
C -2.216 -2.375 -2.022
C -0.857 -2.506 -1.326
C 0.368 -2.228 -2.184
F -0.908 -1.622 -0.232
C -3.315 -2.720 -1.056
F -3.203 -3.627 -0.107
N -4.389 -2.045 -1.191
C -5.585 -2.100 -0.338
C -5.450 -1.111 0.829
C -4.521 -1.579 1.946
O -5.024 0.122 0.248
H -6.703 0.898 -5.915
H -5.451 -0.325 -5.869
H -5.208 1.243 -5.063
H -7.656 -0.090 -4.083
H -6.314 0.516 -3.138
H -4.834 -2.867 -3.515
H -4.310 -1.500 -4.485
H -4.719 -0.193 -2.107
H -2.507 -0.375 -1.474
H -2.985 -0.033 -4.315
H -1.417 -0.772 -4.123
H -3.570 1.716 -2.380
H -2.894 3.931 -1.620
H -0.562 4.714 -2.006
H 1.037 3.248 -3.194
H 1.174 1.478 -4.978
H 1.485 0.515 -3.536
H 0.299 -0.020 -4.735
H -2.269 -3.095 -2.848
H -0.781 -3.512 -0.902
H 0.141 -1.695 -3.100
H 0.878 -3.161 -2.426
H 1.063 -1.625 -1.597
H -6.416 -1.810 -0.981
H -5.736 -3.118 0.014
H -6.455 -0.961 1.234
H -4.602 -2.651 2.119
H -3.481 -1.330 1.710
H -4.779 -1.068 2.876
H -4.440 0.581 0.859
C 4.337 2.869 -1.108
C 4.306 3.247 -2.593
C 5.497 2.834 -3.460
F 6.615 3.454 -3.042
F 5.246 3.203 -4.735
F 4.053 4.558 -2.745
F 3.236 2.552 -3.111
O 4.730 3.881 -0.210
C 6.026 4.022 0.190
C 6.550 5.439 -0.080
F 6.506 5.698 -1.399
F 7.832 5.507 0.338
F 6.833 3.092 -0.338
F 6.041 3.854 1.537
H 3.296 2.673 -0.854
H 4.893 1.945 -0.949
H 5.643 1.750 -3.426
H 5.947 6.170 0.461
C 10.104 3.791 4.218
C 9.372 2.748 3.365
C 7.884 2.526 3.647
F 7.681 2.039 4.891
F 7.414 1.604 2.772
F 10.023 1.569 3.392
F 9.404 3.224 2.086
O 10.860 3.297 5.303
C 10.329 3.156 6.552
C 10.455 1.713 7.059
F 9.802 0.871 6.234
F 9.891 1.637 8.283
F 9.055 3.585 6.619
F 11.058 3.918 7.398
H 10.841 4.226 3.546
H 9.427 4.590 4.523
H 7.322 3.452 3.522
H 11.507 1.428 7.118
C 4.801 0.099 4.869
C 3.679 0.636 3.974
C 2.525 1.385 4.645
F 1.842 0.571 5.471
F 1.676 1.818 3.680
F 3.186 -0.342 3.185
F 4.267 1.570 3.164
O 4.742 -1.269 5.209
C 4.097 -1.705 6.329
C 3.004 -2.725 5.981
F 2.089 -2.166 5.161
F 2.384 -3.103 7.119
F 3.603 -0.696 7.065
F 4.995 -2.367 7.093
H 5.700 0.188 4.261
H 4.947 0.734 5.744
H 2.897 2.249 5.202
H 3.448 -3.595 5.495
C -8.842 -3.521 -2.738
C -9.302 -4.557 -3.770
C -10.767 -5.004 -3.721
F -11.034 -5.602 -2.543
F -10.979 -5.889 -4.715
F -8.485 -5.629 -3.745
F -9.165 -3.944 -4.983
O -8.138 -4.025 -1.609
C -8.775 -4.366 -0.452
C -8.533 -5.835 -0.071
F -8.997 -6.646 -1.033
F -9.191 -6.089 1.078
F -10.075 -4.066 -0.470
F -8.203 -3.633 0.552
H -8.102 -2.921 -3.263
H -9.661 -2.864 -2.445
H -11.435 -4.149 -3.853
H -7.465 -6.014 0.073
*
```

Summary:
- LUMO energy: -3.15 eV
- HOMO-LUMO gap: 0.306 Ha
- E_HOMO: -11.5 eV
- E_tot: -148389.99951 eV



2.
ORCA calculation (the ωB97M-V functional and the def2-TZVPD basis) on a structure of composition C40H46N4O2OsSe2 in a non-equilibrium geometry.

The geometry in ORCA input format:
```
! wB97M-V def2-TZVPD RIJCOSX def2/J DEFGRID3
* xyz 2 5
Os 0.259 0.017 -0.133
C 2.087 6.355 4.157
C 1.743 4.895 4.463
C 0.411 4.875 5.242
C 2.867 4.305 5.328
C 1.532 4.061 3.222
C 1.215 2.697 3.333
C 0.867 1.970 2.218
Se -0.018 0.177 2.309
C 1.085 -1.484 2.485
C 1.490 -1.995 3.701
C 1.964 -3.311 3.786
C 2.095 -4.042 2.597
C 1.697 -3.581 1.365
C 1.099 -2.284 1.301
O 0.583 -1.849 0.198
C 1.888 -4.365 0.079
C 2.553 -5.723 0.316
C 2.797 -3.536 -0.844
C 0.535 -4.607 -0.604
C 2.269 -4.004 5.094
C 3.749 -4.432 5.123
C 1.978 -3.135 6.318
C 1.390 -5.268 5.173
C 0.776 2.589 0.932
O 0.310 1.938 -0.085
C 1.212 3.942 0.798
C 1.558 4.627 1.943
C 1.309 4.549 -0.591
C 2.310 3.705 -1.397
C -0.062 4.529 -1.281
C 1.812 5.995 -0.565
H 2.202 6.892 5.094
H 1.294 6.845 3.596
H 3.026 6.438 3.614
H 0.512 5.476 6.139
H 0.124 3.869 5.531
H -0.381 5.300 4.632
H 2.998 4.925 6.210
H 3.801 4.300 4.773
H 2.648 3.293 5.655
H 1.225 2.217 4.303
H 1.425 -1.379 4.588
H 2.504 -5.035 2.656
H 3.537 -5.612 0.765
H 2.677 -6.232 -0.636
H 1.936 -6.356 0.948
H 3.750 -3.338 -0.360
H 2.329 -2.588 -1.099
H 2.989 -4.074 -1.768
H -0.131 -5.156 0.056
H 0.685 -5.196 -1.507
H 0.056 -3.671 -0.884
H 4.401 -3.571 5.012
H 3.975 -5.149 4.339
H 3.959 -4.904 6.078
H 2.617 -2.256 6.345
H 2.175 -3.712 7.216
H 0.934 -2.829 6.343
H 1.636 -5.983 4.395
H 0.338 -5.007 5.087
H 1.549 -5.754 6.130
H 1.838 5.659 1.846
H 1.954 2.683 -1.503
H 3.279 3.691 -0.904
H 2.437 4.120 -2.392
H -0.425 3.513 -1.416
H 0.019 4.996 -2.260
H -0.791 5.085 -0.696
H 2.803 6.065 -0.124
H 1.128 6.640 -0.021
H 1.874 6.368 -1.584
Se -0.025 -0.592 -7.960
N 1.234 -0.413 -6.759
C 0.694 -0.360 -5.555
C 1.428 -0.218 -4.332
C 2.822 -0.121 -4.293
C 3.448 0.015 -3.070
C 2.669 0.051 -1.919
N 1.345 -0.043 -1.943
C 0.705 -0.176 -3.120
C -0.742 -0.277 -3.110
N -1.372 -0.234 -1.924
C -2.686 -0.326 -1.876
C -3.476 -0.469 -3.020
C -2.858 -0.515 -4.249
C -1.463 -0.418 -4.313
C -0.732 -0.459 -5.545
N -1.277 -0.588 -6.742
H 3.373 -0.155 -5.221
H 4.520 0.094 -2.998
H 3.135 0.159 -0.946
H -3.137 -0.286 -0.894
H -4.547 -0.541 -2.928
H -3.411 -0.623 -5.169
*
```

Summary:
- LUMO energy (alpha / beta): -6.32 / -8.47 eV
- HOMO-LUMO gap (alpha / beta): 0.256 / 0.161 Ha
- ⟨S²⟩: 6.029
- E_HOMO (alpha / beta): -13.3 / -12.9 eV
- E_tot: -185426.93274 eV



3.
ORCA calculation (the ωB97M-V functional and the def2-TZVPD basis) on a structure of composition C40H47BrCl2HfN7O5S.

The geometry in ORCA input format:
```
! wB97M-V def2-TZVPD RIJCOSX def2/J DEFGRID3
* xyz 1 1
Hf -0.284 2.283 -0.140
Br -5.398 -3.074 1.250
C -4.048 -1.770 1.409
C -4.119 -0.837 2.435
C -3.129 0.122 2.551
C -2.076 0.135 1.645
C -2.015 -0.791 0.615
C -3.001 -1.756 0.500
N -1.034 1.110 1.737
C -0.612 1.476 2.880
C 0.471 2.460 2.963
C 0.978 2.896 4.168
C 2.055 3.775 4.156
C 2.596 4.152 2.942
C 2.016 3.685 1.773
N 0.959 2.872 1.776
H -4.951 -0.850 3.124
H -3.210 0.890 3.312
H -1.169 -0.824 -0.063
H -2.931 -2.508 -0.274
H -1.007 1.050 3.799
H 0.536 2.559 5.095
H 2.463 4.153 5.083
H 3.443 4.820 2.886
H 2.397 3.972 0.802
O 3.282 0.628 0.038
Cl 2.177 0.806 -0.821
O 1.923 2.244 -1.060
O 2.275 0.112 -2.042
O 0.920 0.403 -0.094
N -0.103 6.322 3.201
C 0.031 6.355 2.054
N 0.216 6.386 0.734
C 0.094 5.328 0.077
N 0.017 4.345 -0.579
C 4.194 -5.130 0.651
C 4.517 -4.886 -0.822
C 3.337 -4.410 -1.672
C 2.993 -2.930 -1.555
N 2.570 -2.507 -0.224
C 1.364 -2.776 0.317
S 0.102 -3.433 -0.575
N 1.256 -2.468 1.633
C 0.154 -2.890 2.487
C 0.306 -4.315 3.009
C 1.606 -4.573 3.768
C 1.808 -3.665 4.977
H 5.030 -5.614 1.157
H 3.322 -5.780 0.752
H 3.978 -4.209 1.193
H 4.881 -5.824 -1.247
H 5.347 -4.177 -0.913
H 2.446 -4.998 -1.437
H 3.559 -4.593 -2.727
H 2.194 -2.679 -2.252
H 3.860 -2.317 -1.811
H 3.294 -2.174 0.392
H 2.105 -2.199 2.108
H -0.763 -2.805 1.910
H 0.097 -2.177 3.314
H 0.231 -4.998 2.160
H -0.548 -4.523 3.661
H 2.455 -4.475 3.084
H 1.613 -5.614 4.096
H 1.925 -2.615 4.690
H 2.700 -3.945 5.536
H 0.956 -3.724 5.658
C -0.572 -1.183 -8.017
C -0.521 -0.347 -6.776
C -0.154 0.996 -6.833
C -0.096 1.776 -5.698
C 0.313 3.221 -5.831
C -0.424 1.183 -4.447
C -0.326 2.005 -3.301
O -0.597 1.645 -2.127
C -0.805 -0.191 -4.370
C -1.154 -0.884 -3.087
C -0.840 -0.916 -5.542
H -0.350 -0.598 -8.907
H -1.559 -1.633 -8.131
H 0.148 -2.000 -7.950
H 0.091 1.435 -7.792
H 0.491 3.458 -6.877
H 1.233 3.432 -5.285
H -0.460 3.900 -5.468
H 0.015 3.034 -3.431
H -1.978 -0.387 -2.573
H -0.303 -0.904 -2.402
H -1.435 -1.916 -3.288
H -1.125 -1.961 -5.502
Cl -5.325 4.378 4.784
C -4.522 3.901 3.322
C -3.242 4.360 3.060
C -2.616 3.955 1.890
C -3.224 3.101 0.970
C -2.500 2.634 -0.262
C -4.519 2.673 1.263
C -5.170 3.067 2.423
H -2.741 5.030 3.747
H -1.615 4.335 1.706
H -2.568 3.404 -1.044
H -3.003 1.752 -0.675
H -5.028 2.012 0.571
H -6.175 2.729 2.633
*
```

Summary:
- LUMO energy: -4.23 eV
- HOMO-LUMO gap: 0.222 Ha
- ΔE to the lowest compared entry with this formula, charge and spin: 0.0 kcal per mole
- E_HOMO: -10.3 eV
- E_tot: -170132.19241 eV



4.
ORCA calculation (the ωB97M-V functional and the def2-TZVPD basis) on a cluster of 7 separate species, C40H47FN6O2 in total in a non-equilibrium geometry.

The geometry in ORCA input format:
```
! wB97M-V def2-TZVPD RIJCOSX def2/J DEFGRID3
* xyz 0 1
C -2.203 -8.223 -2.215
C -2.372 -7.096 -1.221
C -1.109 -6.574 -0.317
O -0.765 -7.344 0.748
O -0.279 -5.385 -0.562
C -0.746 -4.213 0.211
C 0.414 -3.606 1.236
C 0.156 -3.962 2.815
C 1.292 -5.025 3.401
C 0.151 -2.620 3.807
C -0.990 -3.007 -0.922
C -1.995 -1.860 -0.316
F 0.333 -2.454 -1.389
H -2.185 -8.044 -3.391
H -2.118 -9.366 -1.886
H -3.484 -6.679 -1.131
H -1.786 -4.359 0.733
H 0.509 -2.424 1.167
H 1.448 -4.020 0.817
H -0.895 -4.487 3.013
H 2.053 -5.225 2.529
H 0.794 -6.043 3.763
H 1.893 -4.612 4.317
H 1.064 -2.611 4.561
H -0.819 -2.592 4.502
H 0.160 -1.621 3.186
H -1.488 -3.458 -1.909
H -1.488 -0.788 -0.203
H -2.326 -2.187 0.780
H -2.964 -1.820 -0.977
C -1.153 0.854 -3.998
C -1.859 2.038 -4.177
C -1.994 2.892 -3.094
N -1.482 2.639 -1.870
C -0.804 1.480 -1.725
C -0.613 0.566 -2.749
H -1.025 0.160 -4.824
H -2.293 2.291 -5.138
H -2.533 3.831 -3.185
H -0.404 1.299 -0.731
H -0.057 -0.349 -2.576
C -0.422 -2.441 9.258
C -0.040 -1.628 8.196
C -0.920 -1.479 7.135
N -2.128 -2.080 7.071
C -2.470 -2.865 8.116
C -1.660 -3.073 9.221
H 0.241 -2.581 10.107
H 0.919 -1.122 8.193
H -0.669 -0.852 6.284
H -3.444 -3.339 8.039
H -1.987 -3.712 10.033
C 1.385 1.119 12.473
C 1.766 1.932 11.410
C 0.887 2.081 10.350
N -0.321 1.479 10.286
C -0.663 0.695 11.331
C 0.146 0.487 12.436
H 2.047 0.979 13.322
H 2.725 2.437 11.408
H 1.137 2.708 9.499
H -1.638 0.221 11.253
H -0.181 -0.152 13.248
C 0.662 6.199 -6.846
C 0.320 5.100 -6.065
C -0.359 5.324 -4.878
N -0.706 6.551 -4.432
C -0.359 7.599 -5.210
C 0.316 7.475 -6.414
H 1.193 6.063 -7.783
H 0.576 4.093 -6.374
H -0.651 4.499 -4.236
H -0.648 8.574 -4.828
H 0.568 8.352 -6.999
C 2.180 13.140 -8.029
C 2.716 12.486 -9.134
C 2.326 11.178 -9.375
N 1.456 10.498 -8.596
C 0.953 11.159 -7.530
C 1.280 12.467 -7.210
H 2.461 14.166 -7.809
H 3.421 12.982 -9.791
H 2.714 10.626 -10.225
H 0.258 10.590 -6.919
H 0.844 12.949 -6.342
C 2.717 -6.609 -5.159
C 2.211 -7.678 -5.890
C 0.911 -8.086 -5.641
N 0.105 -7.507 -4.724
C 0.624 -6.473 -4.028
C 1.911 -5.991 -4.209
H 3.732 -6.260 -5.328
H 2.814 -8.182 -6.637
H 0.469 -8.914 -6.188
H -0.043 -6.026 -3.296
H 2.276 -5.155 -3.623
*
```

Summary:
- LUMO energy: -0.99 eV
- Structure (SMILES): C=CC(=O)O[C@@H](CC(C)C)[C@@H](C)F.c1ccncc1.c1ccncc1.c1ccncc1.c1ccncc1.c1ccncc1.c1ccncc1
- HOMO-LUMO gap: 0.262 Ha
- E_HOMO: -8.1 eV
- E_tot: -57983.98783 eV